1.
{
  "formula": "C27H22FMnN5O3S",
  "method": "ωB97M-V/def2-TZVPD",
  "homo_ha": [-0.3988, -0.4049],
  "total_energy_ev": -86820.298,
  "charge": 1,
  "homo_lumo_gap_ev": [7.16, 7.13],
  "multiplicity": 5,
  "symbols": ["Mn", "N", "C", "S", "N", "N", "C", "C", "C", "C", "C", "C", "C", "C", "C", "C", "C", "C", "N", "H", "H", "H", "H", "H", "H", "H", "H", "H", "H", "H", "C", "C", "C", "C", "C", "C", "C", "F", "C", "C", "C", "O", "C", "C", "N", "C", "C", "O", "O", "H", "H", "H", "H", "H", "H", "H", "H", "H", "H", "H"],
  "positions_angstrom": [[-0.99, -0.69, 1.17], [-1.88, -3.80, 4.04], [-1.63, -2.71, 3.32], [-1.66, -2.85, 1.57], [-1.41, -1.57, 3.92], [-1.20, -0.54, 3.09], [-1.03, 0.65, 3.61], [-0.98, 0.93, 5.05], [-0.15, 0.20, 5.90], [-0.09, 0.51, 7.25], [-0.87, 1.54, 7.77], [-1.71, 2.26, 6.93], [-1.76, 1.97, 5.58], [-0.91, 1.72, 2.61], [-0.43, 2.99, 2.88], [-0.33, 3.92, 1.86], [-0.73, 3.55, 0.58], [-1.17, 2.26, 0.37], [-1.26, 1.36, 1.35], [-2.06, -4.67, 3.59], [-1.89, -3.73, 5.05], [0.47, -0.59, 5.50], [0.57, -0.05, 7.90], [-0.83, 1.77, 8.82], [-2.34, 3.05, 7.33], [-2.43, 2.51, 4.93], [-0.11, 3.24, 3.89], [0.06, 4.91, 2.05], [-0.68, 4.24, -0.25], [-1.48, 1.93, -0.61], [3.28, -2.18, -4.80], [2.87, -0.72, -4.61], [2.42, -0.03, -5.88], [1.14, -0.67, -6.41], [0.09, -0.73, -5.33], [-1.24, -0.79, -5.66], [-2.21, -0.83, -4.65], [-3.50, -0.90, -5.01], [-1.88, -0.80, -3.33], [-0.53, -0.73, -2.97], [-0.16, -0.69, -1.57], [-1.08, -0.74, -0.68], [1.21, -0.58, -1.28], [2.12, -0.57, -2.31], [1.79, -0.64, -3.60], [0.46, -0.70, -3.97], [1.78, -0.44, 0.12], [2.97, -0.20, 0.24], [0.95, -0.62, 1.10], [4.06, -2.25, -5.56], [2.43, -2.79, -5.11], [3.67, -2.59, -3.87], [3.72, -0.18, -4.19], [3.22, -0.09, -6.62], [2.24, 1.03, -5.67], [1.35, -1.68, -6.78], [0.76, -0.10, -7.26], [-1.56, -0.79, -6.69], [-2.65, -0.84, -2.57], [3.17, -0.49, -2.06]],
  "lowdin_charge": [0.77, 0.12, -0.79, 0.73, 0.02, -0.08, -0.13, -0.18, -0.02, -0.06, -0.06, -0.06, -0.04, -0.18, 0.03, -0.01, -0.02, -0.08, 0.04, 0.10, 0.12, 0.12, 0.11, 0.11, 0.11, 0.12, 0.13, 0.12, 0.12, 0.12, -0.01, -0.29, -0.13, -0.12, -0.12, 0.07, -0.25, 0.09, 0.08, -0.04, -0.24, -0.15, -0.01, 0.06, 0.03, -0.06, -0.56, 0.08, -0.10, 0.10, 0.09, 0.09, 0.15, 0.13, 0.13, 0.13, 0.13, 0.14, 0.14, 0.16]
}


2.
{
  "formula": "C27H22N3",
  "method": "ωB97M-V/def2-TZVPD",
  "homo_ha": -0.3648,
  "total_energy_ev": -32816.856,
  "charge": 1,
  "homo_lumo_gap_ev": 4.30,
  "multiplicity": 1,
  "symbols": ["C", "C", "C", "C", "N", "C", "N", "C", "C", "C", "C", "C", "C", "C", "C", "C", "C", "C", "C", "C", "N", "C", "C", "H", "H", "H", "H", "H", "H", "H", "H", "H", "H", "H", "H", "H", "H", "H", "C", "C", "C", "C", "C", "C", "C", "H", "H", "H", "H", "H", "H", "H"],
  "positions_angstrom": [[-4.63, -0.07, 3.51], [-3.82, -1.17, 3.21], [-2.71, -1.02, 2.37], [-2.47, 0.23, 1.77], [-1.41, 0.36, 0.87], [-0.16, -0.46, 0.80], [0.64, 0.44, -0.09], [1.50, 0.02, -1.11], [2.27, -1.14, -0.94], [3.03, -1.61, -2.01], [3.12, -0.85, -3.17], [2.45, 0.38, -3.29], [1.59, 0.78, -2.28], [0.09, 1.70, 0.04], [0.80, 2.96, -0.21], [0.07, 4.15, -0.39], [0.73, 5.37, -0.62], [2.12, 5.44, -0.63], [2.85, 4.28, -0.42], [2.21, 3.05, -0.20], [-1.13, 1.67, 0.54], [-3.22, 1.34, 2.12], [-4.30, 1.20, 3.00], [-5.52, -0.20, 4.14], [-4.05, -2.15, 3.61], [-2.03, -1.82, 2.15], [2.27, -1.66, 0.00], [3.55, -2.55, -1.90], [3.73, -1.22, -4.00], [2.59, 1.02, -4.17], [1.02, 1.71, -2.37], [-1.02, 4.10, -0.36], [0.14, 6.27, -0.78], [2.63, 6.39, -0.81], [3.94, 4.32, -0.43], [2.82, 2.15, -0.05], [-2.93, 2.33, 1.76], [-4.89, 2.07, 3.29], [-0.26, -1.85, 0.39], [0.50, -2.91, 1.01], [1.00, -4.10, 0.48], [0.68, -4.78, -0.70], [-0.49, -4.58, -1.42], [-1.37, -3.51, -1.23], [-1.15, -2.26, -0.62], [0.36, -0.31, 1.80], [0.82, -2.69, 2.04], [1.73, -4.62, 1.12], [1.31, -5.64, -0.98], [-0.74, -5.30, -2.19], [-2.31, -3.67, -1.74], [-1.93, -1.55, -0.91]],
  "lowdin_charge": [-0.09, -0.08, -0.03, -0.22, -0.06, -0.17, 0.06, -0.22, -0.03, -0.08, -0.08, -0.05, -0.02, -0.23, -0.17, -0.02, -0.07, -0.07, -0.07, -0.03, 0.17, -0.02, -0.06, 0.11, 0.10, 0.08, 0.10, 0.10, 0.11, 0.12, 0.13, 0.11, 0.11, 0.11, 0.11, 0.12, 0.10, 0.11, -0.13, 0.04, 0.00, 0.00, 0.00, 0.02, 0.08, 0.19, 0.14, 0.14, 0.14, 0.13, 0.13, 0.15]
}


3.
{
  "formula": "C27H22N4O4S2",
  "method": "ωB97M-V/def2-TZVPD",
  "smiles": "COc1cc2c(cc1NC(=O)CSc1nnc(Cc3cccs3)n1Cc1ccco1)oc1ccccc12",
  "homo_ha": -0.2824,
  "total_energy_ev": -64176.884,
  "homo_lumo_gap_ev": 8.12,
  "multiplicity": 1,
  "symbols": ["C", "O", "C", "C", "C", "C", "C", "C", "N", "C", "O", "C", "S", "C", "N", "N", "C", "C", "C", "C", "C", "C", "S", "N", "C", "C", "C", "C", "C", "O", "O", "C", "C", "C", "C", "C", "C", "H", "H", "H", "H", "H", "H", "H", "H", "H", "H", "H", "H", "H", "H", "H", "H", "H", "H", "H", "H", "H", "H"],
  "positions_angstrom": [[2.16, -0.08, -1.86], [0.94, -0.58, -1.38], [-0.21, 0.13, -1.61], [-0.24, 1.43, -2.08], [-1.48, 2.04, -2.23], [-2.66, 1.35, -1.91], [-2.64, 0.04, -1.45], [-1.41, -0.57, -1.31], [-1.24, -1.88, -0.86], [-2.18, -2.72, -0.37], [-3.37, -2.51, -0.32], [-1.57, -4.00, 0.18], [-0.84, -3.62, 1.81], [0.72, -3.06, 1.30], [1.31, -3.28, 0.16], [2.52, -2.71, 0.21], [2.67, -2.15, 1.38], [3.89, -1.44, 1.83], [3.88, -0.01, 1.38], [3.04, 1.00, 1.75], [3.32, 2.22, 1.10], [4.38, 2.13, 0.25], [5.05, 0.54, 0.22], [1.54, -2.34, 2.13], [1.12, -1.75, 3.37], [-0.01, -0.80, 3.11], [-0.31, -0.05, 2.01], [-1.53, 0.61, 2.29], [-1.88, 0.21, 3.54], [-0.97, -0.64, 4.05], [-3.77, 2.11, -2.12], [-3.33, 3.31, -2.59], [-4.10, 4.39, -2.94], [-3.45, 5.53, -3.39], [-2.06, 5.57, -3.48], [-1.28, 4.49, -3.13], [-1.92, 3.34, -2.67], [2.44, 0.85, -1.36], [2.12, 0.09, -2.94], [2.89, -0.86, -1.64], [0.66, 1.97, -2.31], [-3.55, -0.49, -1.22], [-0.27, -2.19, -0.87], [-0.77, -4.41, -0.44], [-2.35, -4.74, 0.36], [3.97, -1.49, 2.92], [4.75, -1.94, 1.39], [2.24, 0.89, 2.46], [2.76, 3.12, 1.26], [4.81, 2.89, -0.36], [1.98, -1.24, 3.83], [0.77, -2.53, 4.06], [0.26, 0.02, 1.10], [-2.06, 1.27, 1.64], [-2.72, 0.45, 4.17], [-5.18, 4.35, -2.87], [-4.03, 6.39, -3.67], [-1.59, 6.48, -3.84], [-0.21, 4.53, -3.20]],
  "lowdin_charge": [-0.08, -0.12, -0.21, 0.06, -0.10, -0.19, 0.09, -0.14, 0.15, -0.53, 0.07, -0.33, 1.03, -0.62, 0.02, 0.09, -0.30, -0.12, -0.53, -0.13, -0.18, -0.42, 1.04, 0.01, -0.06, -0.30, -0.03, -0.03, -0.10, 0.05, 0.12, -0.20, 0.00, -0.09, -0.10, -0.02, -0.10, 0.07, 0.10, 0.08, 0.12, 0.12, 0.11, 0.08, 0.09, 0.12, 0.11, 0.10, 0.10, 0.06, 0.13, 0.14, 0.10, 0.11, 0.12, 0.12, 0.10, 0.10, 0.11]
}


4.
{
  "formula": "C27H23AsCoN3O2",
  "method": "ωB97M-V/def2-TZVPD",
  "homo_ha": [-0.4175, -0.4284],
  "total_energy_ev": -135395.328,
  "charge": 1,
  "homo_lumo_gap_ev": [7.58, 8.21],
  "multiplicity": 2,
  "symbols": ["Co", "N", "C", "C", "C", "C", "C", "C", "C", "C", "N", "C", "H", "H", "H", "H", "H", "H", "H", "H", "O", "N", "O", "C", "C", "C", "C", "C", "C", "As", "C", "C", "C", "C", "C", "C", "C", "C", "C", "C", "C", "C", "H", "H", "H", "H", "H", "H", "H", "H", "H", "H", "H", "H", "H", "H", "H"],
  "positions_angstrom": [[-0.37, -0.38, 0.34], [-1.35, 1.25, 1.05], [-0.24, 2.01, 1.60], [-0.29, 2.80, 2.71], [0.88, 3.50, 3.11], [2.03, 3.41, 2.38], [2.09, 2.58, 1.23], [3.25, 2.39, 0.45], [3.23, 1.54, -0.61], [2.04, 0.82, -0.89], [0.94, 0.97, -0.19], [0.95, 1.87, 0.86], [-2.09, 1.06, 1.71], [-1.73, 1.79, 0.27], [-1.20, 2.89, 3.28], [0.84, 4.13, 3.99], [2.91, 3.96, 2.68], [4.16, 2.92, 0.72], [4.10, 1.36, -1.22], [2.02, 0.10, -1.69], [-0.67, -1.17, 2.28], [0.52, -1.60, 2.41], [1.17, -1.47, 1.36], [-2.94, -2.01, -5.12], [-2.10, -0.95, -4.82], [-1.32, -0.99, -3.67], [-1.37, -2.10, -2.83], [-2.22, -3.16, -3.13], [-3.00, -3.11, -4.28], [-0.24, -2.13, -1.28], [-0.78, -3.73, -0.36], [-1.78, -3.64, 0.59], [-2.22, -4.79, 1.24], [-1.67, -6.02, 0.94], [-0.68, -6.11, -0.03], [-0.24, -4.97, -0.69], [1.55, -2.48, -1.90], [2.41, -3.26, -1.12], [3.72, -3.45, -1.53], [4.18, -2.87, -2.70], [3.33, -2.09, -3.47], [2.01, -1.89, -3.07], [-3.54, -1.98, -6.02], [-2.06, -0.08, -5.47], [-0.70, -0.13, -3.42], [-2.29, -4.02, -2.48], [-3.67, -3.93, -4.51], [-2.24, -2.69, 0.85], [-3.00, -4.71, 1.99], [-2.01, -6.91, 1.45], [-0.26, -7.08, -0.29], [0.51, -5.07, -1.46], [2.07, -3.68, -0.18], [4.38, -4.05, -0.93], [5.20, -3.03, -3.02], [3.68, -1.64, -4.39], [1.36, -1.30, -3.70]],
  "lowdin_charge": [0.45, 0.06, -0.22, 0.02, -0.04, 0.00, -0.13, 0.03, 0.00, -0.06, 0.03, -0.15, 0.13, 0.13, 0.13, 0.12, 0.13, 0.13, 0.12, 0.09, -0.17, -0.14, -0.17, -0.07, -0.07, -0.13, -0.37, -0.08, -0.06, 1.35, -0.39, -0.12, -0.06, -0.06, -0.06, -0.11, -0.37, -0.11, -0.06, -0.07, -0.07, -0.13, 0.11, 0.11, 0.09, 0.10, 0.11, 0.09, 0.11, 0.11, 0.11, 0.11, 0.10, 0.11, 0.11, 0.11, 0.09]
}